Molecular formula: C38H48CoN10PSSi2
Method: DFT, wB97M-V/def2-TZVPD

```
101
C38H48CoN10PSSi2, DFT wB97M-V/def2-TZVPD
Co -0.220 -0.534 0.542
C -1.818 -4.518 0.422
C -1.496 -3.269 0.893
N -1.019 -2.311 0.092
C -0.812 -2.641 -1.229
C -1.179 -3.931 -1.674
N -1.668 -4.854 -0.889
C -0.196 -1.637 -2.019
C -0.004 -1.606 -3.412
C 0.635 -0.538 -4.004
C 1.142 0.507 -3.180
C 0.921 0.430 -1.825
N 0.234 -0.576 -1.285
C 1.494 1.301 -0.781
C 2.482 2.250 -0.988
N 3.078 2.885 0.016
C 2.665 2.581 1.237
C 1.659 1.656 1.471
N 1.087 1.020 0.468
C 0.803 -0.487 -5.475
C 1.683 0.406 -6.089
C 1.806 0.419 -7.468
N 1.127 -0.378 -8.288
C 0.283 -1.228 -7.706
C 0.086 -1.318 -6.340
H -2.204 -5.277 1.089
H -1.628 -2.999 1.934
H -1.033 -4.195 -2.718
H -0.351 -2.438 -4.006
H 1.686 1.341 -3.592
H 2.822 2.487 -1.989
H 3.134 3.090 2.068
H 1.297 1.432 2.466
H 2.290 1.085 -5.509
H 2.496 1.114 -7.936
H -0.280 -1.875 -8.371
H -0.643 -2.024 -5.970
C -1.488 1.602 4.414
Si -2.048 0.220 3.259
C -3.319 1.023 2.169
C -3.053 -1.146 4.114
N -0.644 -0.538 2.499
C 0.259 -1.174 3.265
C 0.159 -1.277 4.689
C 1.072 -1.936 5.461
C 2.187 -2.559 4.862
C 2.347 -2.482 3.511
C 1.431 -1.796 2.643
N 1.601 -1.691 1.332
Si 3.032 -2.279 0.528
C 3.073 -1.902 -1.305
C 3.140 -4.162 0.607
C 4.579 -1.437 1.208
H -2.249 1.813 5.170
H -1.373 2.498 3.797
H -0.542 1.417 4.921
H -4.160 1.183 2.856
H -3.685 0.425 1.342
H -2.983 1.977 1.765
H -3.878 -0.705 4.679
H -2.510 -1.823 4.772
H -3.503 -1.749 3.318
H -0.675 -0.810 5.188
H 0.935 -1.978 6.535
H 2.912 -3.090 5.466
H 3.206 -2.960 3.064
H 2.251 -2.350 -1.862
H 4.004 -2.345 -1.676
H 3.112 -0.837 -1.531
H 2.298 -4.578 0.045
H 3.107 -4.587 1.609
H 4.059 -4.499 0.119
H 4.606 -0.408 0.836
H 5.479 -1.941 0.845
H 4.623 -1.395 2.296
C -4.228 1.317 -1.457
P -3.224 -0.184 -1.147
C -3.303 -0.919 -2.837
C -4.463 -1.329 -0.391
H -5.208 1.066 -1.876
H -3.682 1.958 -2.150
H -4.334 1.888 -0.536
H -4.329 -0.907 -3.220
H -2.950 -1.949 -2.812
H -2.668 -0.355 -3.521
H -5.451 -1.209 -0.843
H -4.556 -1.202 0.686
H -4.123 -2.352 -0.567
C 2.079 5.996 2.134
C 0.798 5.894 1.352
C 0.165 7.025 0.849
C -1.013 6.785 0.158
N -1.514 5.585 -0.054
C -0.821 4.520 0.429
S -1.406 2.938 0.129
N 0.320 4.674 1.161
H 2.314 7.028 2.396
H 2.904 5.591 1.544
H 2.002 5.404 3.047
H 0.553 8.023 0.996
H -1.586 7.620 -0.243
```

Summary:
multiplicity: 4
lowest unoccupied orbital energy (spin up / spin down): 1.773 / 1.354 eV
maximum force: 0.02407 Eh/bohr
energy: -128598.256 eV
net charge: -1
HOMO (spin up / spin down): -3.30 / -4.13 eV

Molecular formula: C38H49ClGaN4O4P
Method: DFT, wB97M-V/def2-TZVPD

```
98
C38H49ClGaN4O4P, DFT wB97M-V/def2-TZVPD
O 2.288 0.092 -3.362
C 1.154 0.539 -3.423
C 0.645 1.865 -3.791
C 0.680 3.017 -2.980
H 0.744 2.954 -1.892
C 0.626 4.260 -3.612
H 0.752 5.182 -3.054
C 0.467 4.355 -5.002
H 0.535 5.325 -5.527
C 0.097 3.194 -5.693
H -0.152 3.266 -6.746
C 0.044 1.965 -5.049
H -0.382 1.081 -5.526
H 0.336 -0.148 -3.083
C -2.218 -1.169 -1.257
C -2.159 0.071 -0.372
H -2.799 -0.926 -2.176
H -2.545 -2.123 -0.836
H -1.187 -1.317 -1.640
C -2.572 1.217 -1.010
C -3.908 1.442 -1.632
H -1.870 2.060 -1.117
H -3.852 1.661 -2.702
H -4.382 2.312 -1.168
H -4.559 0.575 -1.467
Ga -0.639 0.343 0.699
Cl -1.975 1.700 1.965
C -1.999 -0.896 3.540
O -1.250 -1.759 3.068
N -2.042 -0.515 4.842
C -1.704 -1.462 5.889
C -2.770 0.686 5.223
H -2.707 -0.327 2.911
H -0.901 -2.117 5.546
H -2.578 -2.069 6.165
H -1.374 -0.915 6.778
H -2.798 1.348 4.352
H -2.255 1.196 6.047
H -3.798 0.442 5.531
H 5.170 2.631 -2.871
H 4.489 1.460 0.369
C 4.184 2.142 -2.839
C 3.781 1.827 -0.394
N 4.119 1.255 -1.685
H 4.048 1.557 -3.752
C 4.096 -0.092 -1.808
O 3.594 -0.853 -0.980
H 2.752 1.585 -0.044
H 4.581 -0.452 -2.741
H 3.401 2.919 -2.788
H 3.896 2.920 -0.484
H 0.254 -5.130 1.101
H 2.409 -4.896 -0.414
C -0.238 -4.341 0.515
C 1.728 -4.305 -1.042
N 0.775 -3.565 -0.212
H -0.802 -3.678 1.182
C 0.799 -2.234 -0.164
O 0.055 -1.592 0.645
H 2.313 -3.584 -1.621
H 1.514 -1.725 -0.828
H -0.918 -4.821 -0.207
H 1.184 -4.973 -1.721
N 0.919 0.918 1.573
P 1.911 0.352 2.638
C 3.301 1.481 2.905
C 4.407 1.134 3.691
C 5.364 2.101 4.019
C 5.197 3.426 3.596
C 4.071 3.782 2.840
C 3.123 2.813 2.502
C 2.728 -1.253 2.374
C 4.017 -1.356 1.842
C 4.629 -2.601 1.696
C 3.948 -3.769 2.034
C 2.636 -3.684 2.510
C 2.024 -2.440 2.654
C 1.395 0.233 4.385
C 1.932 -0.675 5.310
C 1.746 -0.477 6.682
C 1.028 0.630 7.144
C 0.450 1.509 6.223
C 0.605 1.290 4.853
H 4.521 0.112 4.055
H 6.240 1.818 4.613
H 5.939 4.182 3.863
H 3.930 4.815 2.515
H 2.226 3.069 1.933
H 4.563 -0.456 1.566
H 5.652 -2.653 1.320
H 4.425 -4.747 1.924
H 2.091 -4.591 2.789
H 0.994 -2.378 3.021
H 2.505 -1.539 4.969
H 2.173 -1.188 7.396
H 0.911 0.804 8.217
H -0.119 2.373 6.572
H 0.141 1.957 4.122
```

Summary:
lowest unoccupied orbital energy: 0.248 eV
maximum force: 0.07562 Eh/bohr
energy: -128537.113 eV
net charge: 0
HOMO: -7.46 eV